No. 1
{
  "formula": "C30H77Cl2N4O11V",
  "method": "ωB97M-V/def2-TZVPD",
  "total_energy_ev": -111558.3809,
  "multiplicity": 4,
  "e_homo_ev": [-9.87, -9.87],
  "s_squared": 3.76,
  "total_charge": 1,
  "symbols": ["V", "C", "C", "O", "H", "H", "H", "H", "H", "Cl", "C", "C", "Cl", "H", "H", "H", "H", "C", "O", "H", "H", "H", "H", "C", "O", "H", "H", "H", "H", "C", "O", "C", "C", "N", "C", "C", "O", "C", "H", "H", "H", "H", "H", "H", "H", "H", "H", "H", "H", "H", "H", "H", "H", "C", "O", "C", "C", "N", "C", "C", "O", "C", "H", "H", "H", "H", "H", "H", "H", "H", "H", "H", "H", "H", "H", "H", "H", "C", "O", "C", "C", "N", "C", "C", "O", "C", "H", "H", "H", "H", "H", "H", "H", "H", "H", "H", "H", "H", "H", "H", "H", "C", "O", "C", "C", "N", "C", "C", "O", "C", "H", "H", "H", "H", "H", "H", "H", "H", "H", "H", "H", "H", "H", "H", "H"],
  "xyz": [[30.864, -17.636, -0.333], [33.858, -21.025, -1.505], [33.592, -19.556, -1.223], [32.303, -19.249, -0.765], [33.397, -21.341, -2.440], [33.520, -21.789, -0.805], [34.943, -21.109, -1.563], [33.671, -19.011, -2.163], [34.348, -19.183, -0.533], [39.533, -19.570, -5.210], [37.949, -19.433, -4.377], [37.894, -20.284, -3.056], [38.126, -22.030, -3.434], [37.181, -19.758, -5.079], [37.850, -18.364, -4.187], [36.917, -20.058, -2.627], [38.572, -19.951, -2.271], [35.619, -24.345, -2.697], [35.448, -25.692, -2.300], [35.917, -23.692, -1.876], [36.535, -24.206, -3.271], [34.739, -24.008, -3.245], [36.310, -26.115, -2.310], [32.575, -20.918, 2.629], [31.859, -21.364, 1.426], [33.251, -21.692, 2.992], [33.158, -20.081, 2.245], [31.903, -20.505, 3.381], [31.689, -20.557, 0.934], [30.899, -23.803, 3.987], [29.967, -23.915, 2.886], [29.774, -25.268, 2.542], [28.908, -25.320, 1.338], [29.479, -24.530, 0.219], [30.811, -24.954, -0.353], [31.368, -24.165, -1.643], [30.656, -24.224, -2.870], [31.090, -23.352, -3.898], [30.385, -24.211, 4.857], [31.196, -22.761, 4.112], [31.811, -24.363, 3.779], [29.221, -25.735, 3.356], [30.709, -25.808, 2.395], [27.943, -24.840, 1.502], [28.766, -26.376, 1.108], [28.758, -24.587, -0.485], [30.744, -25.998, -0.660], [31.669, -25.064, 0.311], [32.371, -24.579, -1.742], [31.458, -23.091, -1.485], [30.302, -23.241, -4.642], [31.867, -23.875, -4.456], [31.348, -22.386, -3.464], [30.564, -19.827, -5.380], [30.093, -19.192, -4.196], [29.121, -19.932, -3.438], [29.083, -19.380, -2.030], [29.249, -17.905, -1.951], [28.013, -17.250, -2.292], [28.094, -15.776, -2.431], [29.020, -15.454, -3.526], [29.527, -14.130, -3.581], [30.957, -20.810, -5.118], [31.347, -19.190, -5.793], [29.765, -19.852, -6.120], [29.457, -20.962, -3.311], [28.158, -19.993, -3.944], [29.939, -19.716, -1.444], [28.109, -19.674, -1.640], [29.739, -17.630, -2.790], [27.275, -17.407, -1.506], [27.642, -17.669, -3.227], [28.358, -15.372, -1.454], [27.105, -15.392, -2.684], [30.051, -13.894, -2.655], [28.796, -13.434, -3.992], [30.341, -14.202, -4.301], [43.251, -19.572, 2.986], [42.148, -18.770, 2.493], [41.115, -19.463, 1.834], [40.479, -20.660, 2.671], [39.140, -21.179, 2.224], [38.094, -20.169, 2.219], [37.087, -20.738, 1.354], [36.503, -21.815, 1.994], [35.485, -22.547, 1.351], [43.974, -18.923, 3.479], [43.941, -19.855, 2.191], [43.041, -20.483, 3.547], [41.643, -19.856, 0.966], [40.403, -18.678, 1.577], [40.429, -20.492, 3.747], [41.209, -21.470, 2.691], [38.803, -22.012, 2.685], [38.392, -19.328, 1.592], [37.630, -19.786, 3.127], [37.523, -21.066, 0.410], [36.254, -20.057, 1.183], [35.310, -23.375, 2.038], [35.745, -22.997, 0.393], [34.549, -22.021, 1.163], [32.076, -16.679, -3.339], [31.791, -16.493, -1.905], [32.951, -15.826, -1.339], [32.758, -15.436, 0.124], [32.524, -16.709, 0.822], [32.208, -16.454, 2.187], [33.410, -16.145, 3.031], [34.228, -17.380, 2.926], [35.628, -17.310, 3.276], [32.402, -15.789, -3.878], [31.340, -17.076, -4.039], [32.873, -17.406, -3.497], [33.007, -14.884, -1.884], [33.982, -16.164, -1.442], [31.944, -14.721, 0.246], [33.673, -14.966, 0.484], [33.421, -17.164, 0.913], [31.712, -17.311, 2.643], [31.395, -15.734, 2.271], [33.321, -15.969, 4.103], [33.965, -15.300, 2.624], [36.052, -16.538, 2.635], [36.128, -18.261, 3.093], [35.810, -17.022, 4.311]],
  "forces_ev_per_a": [[2.406, -1.677, -1.795], [0.034, -0.276, -0.314], [-1.339, 0.383, 0.186], [-2.311, 0.870, 1.115], [0.172, 0.170, -0.280], [-0.125, 0.575, 0.572], [0.133, -0.328, -0.321], [0.748, 0.069, -0.386], [0.338, 0.159, 0.269], [-0.201, -0.077, 0.104], [0.671, -0.589, 0.775], [-0.243, 1.023, -1.115], [-0.211, 0.900, 0.424], [0.086, -0.053, 0.151], [-0.233, -0.162, 0.287], [-0.344, -0.688, -0.123], [0.529, -0.249, -0.469], [1.176, 0.087, 0.022], [-0.171, -0.002, 0.045], [-0.894, 0.165, 0.594], [-0.295, -0.353, -0.877], [0.128, 0.098, 0.176], [-0.055, -0.066, 0.058], [-0.356, 0.619, -2.037], [0.308, -0.303, 1.610], [-0.382, -0.004, 0.050], [0.588, 0.158, 0.544], [-0.102, -0.429, 0.242], [0.218, 0.052, -0.592], [-0.925, -0.157, -0.955], [1.376, 0.303, 0.600], [-0.632, 0.721, 0.780], [0.732, 0.610, -1.215], [1.086, -0.112, -0.098], [-1.273, -0.207, -1.967], [-0.170, 0.391, 1.118], [-1.282, -0.977, 0.217], [-0.179, -1.144, 0.452], [0.342, 0.120, 0.417], [-0.407, -0.050, 0.040], [0.074, -0.233, 0.003], [0.071, -0.489, 0.270], [0.269, 0.032, -0.049], [-0.050, -0.228, 0.356], [-0.181, -0.304, -0.258], [0.419, 0.142, -0.589], [-0.239, -0.406, -0.507], [-0.333, 1.059, 0.640], [0.262, -0.069, -0.305], [0.226, 0.147, 0.904], [-0.407, 0.093, 0.325], [0.734, 0.553, 0.101], [0.446, 0.162, -0.239], [-0.338, 0.415, 0.345], [-0.435, 0.025, 0.596], [1.279, -0.294, -0.544], [0.241, 0.529, -0.082], [0.053, 0.116, 0.075], [-1.713, 0.038, 0.285], [0.773, 0.891, -1.359], [-0.809, -0.708, 1.507], [0.687, -1.022, -0.564], [-0.024, -0.080, -0.354], [0.107, -0.109, 0.144], [-0.050, -0.422, -0.088], [0.037, -0.256, -0.197], [-0.150, 0.403, -0.072], [-0.228, -0.990, -0.138], [0.239, 0.036, 0.634], [1.263, -0.299, -0.155], [-0.206, -0.324, -0.025], [-0.211, -0.108, -0.065], [0.568, 0.564, -0.039], [-0.095, 0.089, 0.018], [-0.580, 0.587, 0.333], [-0.030, 0.273, 0.609], [-0.069, 0.149, -0.281], [0.652, 0.780, -1.129], [0.854, -0.408, 1.918], [0.248, -1.150, 0.578], [-0.338, -0.511, 0.295], [1.628, 1.680, 0.111], [1.111, 0.149, -1.039], [-2.853, -0.510, -1.329], [-0.327, -1.437, 0.853], [0.082, -0.561, 0.261], [-0.786, 0.272, 0.855], [-0.500, -0.537, -0.890], [-0.478, 0.375, 0.233], [-0.849, -0.412, -0.629], [-0.078, -0.299, -0.133], [-0.003, 1.142, 0.206], [-0.148, -0.316, -0.704], [0.428, -0.009, 0.211], [0.604, 0.405, 0.486], [0.413, -0.225, 0.589], [0.127, 0.165, -0.278], [-0.057, 0.759, -0.490], [-0.324, -0.013, -0.109], [0.605, 0.113, -0.200], [0.023, 0.478, 0.297], [0.710, -0.774, -0.967], [1.341, 0.129, -0.847], [-0.102, 2.867, -0.039], [0.214, -0.915, -1.169], [-0.635, 0.758, -0.042], [-1.840, -0.215, 2.521], [2.349, -1.295, 0.333], [-0.384, 0.351, -0.111], [-0.686, 1.003, -0.421], [0.004, 0.629, 0.888], [-1.160, -0.010, 1.230], [0.293, -0.012, 0.704], [-0.021, 0.264, -0.140], [-0.426, -1.611, -0.446], [-0.242, -0.256, 0.165], [0.034, 0.205, -0.152], [0.272, -0.942, -0.671], [0.296, -0.579, -0.071], [0.320, 0.660, -0.069], [-0.863, 0.179, -0.111], [0.235, 0.128, -0.107], [0.489, 0.006, 0.001], [-0.495, -0.008, -0.144], [-0.282, -0.022, 0.160]]
}

No. 2
{
  "formula": "C6H9N",
  "method": "ωB97M-V/def2-TZVPD",
  "total_energy_ev": -7854.7421,
  "smiles": "CN[C@@H]1[C@@H]2C=C[C@@H]21",
  "e_homo_ev": -8.59,
  "symbols": ["C", "N", "C", "C", "C", "C", "C", "H", "H", "H", "H", "H", "H", "H", "H", "H"],
  "xyz": [[2.231, 0.333, 0.115], [0.844, 0.720, 0.267], [-0.034, -0.314, 0.713], [-0.853, -1.139, -0.267], [-1.279, -0.268, -1.429], [-1.876, 0.630, -0.641], [-1.529, -0.121, 0.630], [2.724, 0.016, 1.051], [2.792, 1.175, -0.303], [2.299, -0.497, -0.598], [0.751, 1.537, 0.858], [0.284, -0.898, 1.589], [-0.948, -2.217, -0.182], [-0.969, -0.259, -2.469], [-2.250, 1.637, -0.802], [-2.186, -0.336, 1.468]],
  "forces_ev_per_a": [[0.193, -0.064, -0.071], [-0.047, 0.105, 0.193], [-0.009, -0.034, 0.074], [0.081, -0.310, -0.103], [-0.025, 0.141, -0.048], [0.050, 0.037, -0.147], [-0.176, 0.072, 0.272], [-0.096, 0.016, -0.123], [-0.040, -0.150, 0.080], [-0.019, 0.108, 0.087], [0.043, -0.066, -0.032], [-0.048, 0.123, -0.151], [0.087, 0.199, 0.001], [-0.139, -0.017, 0.132], [0.015, -0.183, -0.013], [0.130, 0.024, -0.151]]
}

No. 3
{
  "formula": "CH7N2O",
  "method": "ωB97M-V/def2-TZVPD",
  "total_energy_ev": -6176.4255,
  "e_homo_ev": -2.82,
  "total_charge": -1,
  "symbols": ["N", "H", "H", "H", "N", "C", "O", "H", "H", "H", "H"],
  "xyz": [[-2.302, 0.349, -0.265], [-1.514, 0.107, 0.273], [-3.000, -0.326, 0.059], [-2.045, 0.044, -1.232], [0.491, 0.196, 0.673], [1.921, -0.303, -0.194], [3.019, -0.307, 0.530], [0.032, 0.261, 1.704], [0.131, 0.836, -0.021], [1.524, -1.364, -0.511], [1.742, 0.507, -1.015]],
  "forces_ev_per_a": [[-1.728, -0.392, -1.685], [1.644, -0.282, 0.741], [-0.077, 0.247, -0.341], [-0.322, 0.310, 1.111], [-0.949, -0.223, 1.358], [0.339, -0.822, 2.410], [-1.672, 0.172, -1.884], [2.063, -0.045, -3.278], [-0.478, 0.593, 0.853], [0.670, 1.546, -0.009], [0.510, -1.105, 0.724]]
}

No. 4
{
  "formula": "HIN3P",
  "method": "ωB97M-V/def2-TZVPD",
  "total_energy_ev": -21871.4452,
  "e_homo_ev": [-8.02, -8.03],
  "symbols": ["N", "N", "N", "P", "I", "H"],
  "xyz": [[1.858, 0.929, 0.159], [1.142, 0.140, -0.295], [0.654, -0.864, -0.498], [-2.214, -0.242, -0.343], [-3.486, -1.794, 0.975], [2.046, 1.830, 0.003]],
  "forces_ev_per_a": [[2.665, -0.597, 3.339], [-2.044, -4.248, -1.273], [-0.416, 0.825, -0.604], [-0.516, -0.291, 0.280], [0.283, 0.330, -0.274], [0.028, 3.982, -1.468]]
}